1.
The molecule C2H4ClNS at a distorted geometry, computed with ωB97M-V with the def2-TZVPD basis set.

```
9
Properties=species:S:1:pos:R:3:forces:R:3:lowdin_charge:R:1
C -0.9381 0.1837 -0.8800 0.213 -0.798 1.471 -0.69
C 0.7975 -0.6354 1.3127 -2.705 0.716 0.892 -0.35
N 0.0397 0.7794 -1.3490 1.768 1.562 -1.241 -0.43
S -0.8247 -0.8302 0.5200 -0.606 -1.436 0.043 0.87
Cl -0.3396 1.8681 -2.6922 0.004 -0.572 0.519 0.49
H -1.9358 0.2456 -1.1943 -1.448 0.146 -0.697 0.04
H 0.5704 0.3369 1.7559 0.788 -0.588 1.391 0.04
H 1.0904 -1.5402 1.8483 -0.580 0.517 0.489 0.05
H 1.5401 -0.4078 0.6786 2.566 0.453 -2.867 -0.02
```
Positions in Å, forces in eV/Å.

Properties
- Total charge: 0
- Relative energy (zero: lowest compared OMol25 entry of this formula, charge and spin): 189.93 kJ/mol
- SMILES: CS/C=N/Cl
- LUMO energy: 0.02283 Ha

=====

2.
The molecule C2H6N4S at a distorted geometry, computed with ωB97M-V with the def2-TZVPD basis set.

```
13
Properties=species:S:1:pos:R:3:forces:R:3:lowdin_charge:R:1
C -0.7250 0.1262 -0.0529 0.612 -3.145 0.630 -0.35
C -0.4216 0.2776 1.4795 1.704 -0.253 -0.915 -0.03
N 1.0162 0.6299 -1.4513 1.689 -0.616 0.150 0.04
N -0.0832 1.0680 -0.8579 -0.837 0.819 -1.123 -0.04
N -0.1468 -1.1610 -0.7131 -1.007 5.381 -1.640 0.08
N 1.1206 -0.6157 -1.2759 -3.685 1.155 1.264 -0.76
S 2.2553 -1.6255 -1.6702 2.601 -2.053 -0.996 0.52
H -1.7789 0.2109 -0.2832 -0.375 -0.506 0.340 0.13
H -0.0705 -0.7299 1.9378 -0.335 1.987 -0.650 0.11
H -1.3670 0.5359 1.8646 -0.960 0.322 1.192 0.03
H 0.3006 1.1895 1.6207 -1.074 -2.052 0.040 0.11
H -0.0756 1.9851 -0.4917 0.538 1.081 -0.104 0.12
H -0.0241 -1.8910 -0.1064 1.127 -2.119 1.813 0.04
```
Positions in Å, forces in eV/Å.

Properties
- Total charge: 0
- Relative energy (zero: lowest compared OMol25 entry of this formula, charge and spin): 407.43 kJ/mol
- SMILES: C[C@H]1NN=[N+]([S-])N1
- LUMO energy (spin up / spin down): 0.01911 / 0.01908 Ha